{
  "formula": "C3HO4",
  "method": "the ωB97M-V functional and the def2-TZVPD basis",
  "symbols": ["C", "C", "C", "O", "O", "O", "O", "H"],
  "xyz": [[-1.47471, -0.44159, -0.20862], [1.50062, 0.17343, 0.12999], [-0.00705, 0.42437, -0.09496], [-2.22695, 0.02960, -0.97317], [-1.51206, -1.40025, 0.53390], [0.71085, 0.78342, 1.13032], [0.97710, 1.14546, -0.87959], [2.03218, -0.71443, 0.36213]],
  "forces_ev_per_angstrom": [[2.745, -0.819, 1.892], [-5.863, 1.720, -0.298], [4.412, -1.430, 1.277], [-2.613, 2.185, -3.165], [0.624, -0.719, 0.979], [-0.524, 0.271, 1.354], [0.594, -0.719, -1.036], [0.624, -0.489, -1.003]],
  "lowdin_charge": [-0.732, -0.174, -0.162, 0.036, -0.008, -0.052, -0.026, 0.118],
  "total_charge": -1,
  "total_energy_ha": -415.7718,
  "relative_energy_kcal_mol": 101.1,
  "spin_multiplicity": 1,
  "largest_force_ha_per_bohr": 0.1190,
  "smiles": "O=C([O-])[C@]12O[C@H]1O2"
}

---

{
  "formula": "C5H13NS",
  "method": "the ωB97M-V functional and the def2-TZVPD basis",
  "symbols": ["C", "N", "C", "C", "S", "C", "C", "H", "H", "H", "H", "H", "H", "H", "H", "H", "H", "H", "H", "H"],
  "xyz": [[1.30602, 0.89568, -0.69574], [1.10819, -0.32866, 0.02835], [-0.15657, -0.08567, 0.78196], [-0.64206, -1.33026, 1.62889], [-1.91706, -0.92977, 2.74137], [-1.47126, 0.45618, 0.17703], [1.80973, 0.65098, -2.15638], [0.32054, 1.22007, -0.97677], [1.84176, 1.76570, -0.29164], [0.70679, -0.97994, -0.69954], [0.26603, 0.80468, 1.47303], [-0.91769, -2.19512, 1.02472], [0.30052, -1.64998, 2.12256], [-2.97099, -1.79114, 2.48599], [-1.40486, 0.92837, -0.79116], [-2.24290, -0.31775, -0.00973], [-1.81623, 1.32913, 0.79922], [1.05733, 0.43512, -2.89010], [2.42744, 1.42635, -2.63285], [2.39529, -0.30398, -2.11920]],
  "forces_ev_per_angstrom": [[-0.235, 1.343, -3.692], [-2.602, -1.583, -0.789], [-0.027, 1.531, 3.054], [3.234, -0.112, -1.019], [-1.715, 0.086, 1.750], [-0.252, 1.055, -0.760], [1.885, -1.466, 0.578], [-0.262, 1.159, 0.504], [0.071, -0.880, 0.771], [1.334, 0.399, 0.533], [-1.422, -2.103, -0.690], [-0.092, 0.301, -0.445], [-0.779, -0.066, 0.320], [1.160, 0.441, -0.262], [0.472, 0.110, -0.559], [0.339, 0.420, 0.702], [-0.152, -1.358, -0.367], [-0.973, -0.012, -0.027], [-0.043, -0.099, 0.626], [0.059, 0.834, -0.228]],
  "lowdin_charge": [-0.319, -0.041, -0.462, -0.603, 0.722, -0.138, -0.092, 0.054, 0.123, 0.128, 0.169, 0.078, 0.076, -0.110, 0.049, 0.076, 0.092, 0.051, 0.068, 0.077],
  "total_energy_ha": -651.1628,
  "relative_energy_kcal_mol": 50.9,
  "spin_multiplicity": 1,
  "largest_force_ha_per_bohr": 0.0765,
  "smiles": "CCN[C@@H](C)CS"
}

---

{
  "formula": "C3H9BO2S",
  "method": "the ωB97M-V functional and the def2-TZVPD basis",
  "symbols": ["B", "C", "C", "C", "O", "O", "S", "H", "H", "H", "H", "H", "H", "H", "H", "H"],
  "xyz": [[-0.04973, -0.13523, -0.13497], [-1.15961, 2.02810, -0.30328], [-1.47398, -2.22141, 0.18105], [2.67681, 0.31917, 0.09738], [-0.06143, 1.24656, -0.03703], [-1.43972, -0.89262, -0.00315], [1.51677, -1.05070, -0.24502], [-1.51137, 2.58144, 0.60733], [-1.97557, 1.32278, -0.71530], [-0.79414, 2.93241, -0.96953], [-2.05570, -2.53265, 1.05553], [-0.44939, -2.74305, 0.16349], [-1.98225, -2.72635, -0.63553], [2.29517, 1.23476, -0.37869], [3.75354, 0.07361, 0.09190], [2.71061, 0.56319, 1.22583]],
  "forces_ev_per_angstrom": [[-3.358, -0.589, 1.052], [-1.711, 1.828, -0.968], [1.115, -3.658, -0.358], [0.109, 0.889, 2.866], [1.533, -2.488, 0.104], [4.058, 4.838, -0.659], [0.128, 0.169, 0.161], [0.113, -0.908, -0.483], [0.909, 1.843, 0.342], [-1.039, -2.068, 0.645], [0.383, 0.310, 0.317], [-1.230, 0.774, 0.515], [-0.291, 0.040, -0.489], [0.845, -0.464, -0.152], [-0.602, -0.164, -1.487], [-0.960, -0.352, -1.405]],
  "lowdin_charge": [-0.704, -0.109, -0.225, -0.413, -0.073, -0.114, 0.913, 0.095, 0.117, 0.125, 0.090, 0.076, 0.079, 0.035, 0.041, 0.066],
  "total_energy_ha": -693.2570,
  "relative_energy_kcal_mol": 26.7,
  "spin_multiplicity": 1,
  "largest_force_ha_per_bohr": 0.1235,
  "smiles": "COB(OC)SC"
}

---

{
  "formula": "C22H17N2O10SSn",
  "method": "the ωB97M-V functional and the def2-TZVPD basis",
  "symbols": ["Sn", "O", "C", "C", "C", "C", "C", "C", "C", "O", "N", "O", "O", "H", "H", "H", "H", "C", "C", "O", "C", "C", "C", "C", "C", "C", "O", "H", "H", "H", "H", "H", "H", "H", "O", "C", "N", "C", "C", "C", "C", "C", "C", "S", "O", "O", "O", "H", "H", "H", "H", "H", "H"],
  "xyz": [[-0.00646, -0.55831, 1.29974], [2.63730, -1.31389, 1.99408], [2.87709, -1.10494, 3.15126], [2.16492, -0.33820, 4.17653], [2.58768, -0.48527, 5.46365], [1.95800, 0.14796, 6.50266], [0.91972, 0.99002, 6.26532], [0.53195, 1.21662, 4.98831], [1.11713, 0.58520, 3.90109], [0.56351, 0.82490, 2.71762], [2.46796, 0.03835, 7.89059], [3.51319, -0.58705, 8.10398], [1.73583, 0.55999, 8.70780], [3.72644, -1.62212, 3.64574], [3.49129, -1.00451, 5.68530], [0.55684, 1.48460, 7.13921], [-0.23846, 1.98500, 4.74521], [1.77015, 0.25123, -2.53583], [0.84141, 0.65390, -1.40062], [1.20954, 0.24751, -0.25013], [-0.30931, 1.51522, -1.62164], [-0.51662, 2.23473, -2.88053], [-1.66611, 2.83433, -3.17726], [-2.65355, 2.94797, -2.16049], [-2.54183, 2.26497, -1.00291], [-1.39290, 1.49973, -0.66667], [-1.48488, 0.76429, 0.42591], [1.14374, 0.00219, -3.40384], [2.39146, -0.58538, -2.16861], [2.49689, 1.05779, -2.80157], [0.11505, 1.99316, -3.76209], [-1.81083, 3.24702, -4.11842], [-3.59438, 3.54579, -2.29844], [-3.36706, 2.37064, -0.23425], [-4.32455, 1.53380, 8.33972], [-4.37637, 0.65962, 7.63597], [0.78015, -3.66643, -2.17005], [-0.04146, -2.89765, -3.02903], [0.28007, -2.79240, -4.36474], [-0.38895, -1.92955, -5.17210], [-1.37411, -1.04984, -4.68884], [-1.76538, -1.23465, -3.38042], [-1.06393, -2.14698, -2.52590], [-1.98168, 0.26030, -5.77381], [-0.77084, 1.12005, -5.85915], [-2.30505, -0.33080, -7.05620], [-2.97676, 0.89921, -4.98978], [0.52546, -3.71603, -1.23042], [1.18575, -4.47522, -2.60005], [1.07137, -3.34503, -4.82805], [-0.06678, -1.85208, -6.22193], [-2.48745, -0.55893, -2.95366], [-1.15420, -2.14080, -1.45219]],
  "forces_ev_per_angstrom": [[-0.641, 0.074, -0.636], [-0.543, 0.383, -0.667], [0.691, -0.661, 1.357], [-0.844, 0.787, -1.718], [0.723, 0.072, 1.088], [1.512, -0.863, 0.390], [-0.207, 0.674, 0.562], [-1.458, 1.891, -0.333], [-1.039, -0.721, -1.195], [1.109, 0.077, 0.820], [-0.068, -0.755, -1.042], [-1.297, 0.947, -0.002], [0.862, -0.239, 0.882], [0.278, -0.047, -0.346], [0.432, -0.707, 0.052], [-0.702, 0.438, 0.044], [0.559, -0.854, 0.299], [0.114, 0.296, 0.290], [0.470, 1.159, -0.295], [-0.501, -0.238, -0.397], [-0.349, -0.412, 0.170], [1.561, -2.804, -0.018], [-1.027, 0.931, 1.837], [-0.972, 0.634, -0.898], [-0.936, 0.376, 1.881], [0.153, -0.292, -0.229], [0.970, -0.022, -0.148], [0.465, -0.073, 0.047], [-0.533, 0.195, -0.344], [-0.812, -0.326, 0.151], [-0.010, 0.442, 0.904], [-0.323, 0.554, -1.544], [1.082, -0.654, -0.169], [1.173, -0.424, -0.910], [0.010, 0.115, 0.086], [-0.004, -0.116, -0.088], [0.224, 0.687, -2.044], [0.945, -0.678, 1.099], [0.032, -0.327, -0.694], [-0.134, 1.124, -1.221], [-0.061, -1.137, -0.436], [0.901, -0.003, 1.006], [-0.668, 1.345, -0.799], [3.675, 0.340, -0.285], [-0.513, -0.613, -0.130], [-0.591, -0.209, 0.313], [-2.451, 0.580, 0.689], [-0.477, -0.381, 1.374], [0.052, -0.224, 0.276], [0.462, -0.479, 0.145], [-0.314, 0.066, 0.499], [-0.293, 0.052, 0.067], [-0.686, 0.019, 0.264]],
  "lowdin_charge": [1.341, -0.009, -0.220, -0.120, 0.028, -0.154, -0.007, 0.005, -0.328, -0.265, -0.336, 0.060, 0.060, 0.126, 0.119, 0.118, 0.145, 0.015, -0.323, -0.192, -0.075, -0.031, -0.104, -0.059, -0.042, -0.324, -0.277, 0.081, 0.093, 0.108, 0.113, 0.087, 0.124, 0.132, 0.018, -0.018, 0.100, -0.354, -0.069, -0.074, -0.264, -0.040, -0.040, 0.398, -0.391, -0.351, -0.342, 0.051, 0.076, 0.102, 0.124, 0.103, 0.082],
  "total_charge": -1,
  "total_energy_ha": -2322.9748,
  "relative_energy_kcal_mol": 1.3,
  "spin_multiplicity": 1,
  "largest_force_ha_per_bohr": 0.0720
}